# 1
Below is 11 unconnected molecules or ions with the total composition C13H20Cl31NO3P, with properties calculated with ωB97M-V/def2-TZVPD.

```
! RIJCOSX wB97M-V def2-TZVPD def2/J DEFGRID3
* xyz 1 1
O -1.173 4.109 -1.210
P -2.033 3.199 -1.931
O -3.452 2.996 -1.305
O -2.168 3.452 -3.471
N -1.348 1.538 -1.872
C 0.071 1.459 -2.406
C 0.178 1.210 -3.898
C -0.230 -0.202 -4.335
Cl 1.167 -1.034 -5.079
H -3.936 2.222 -1.642
H -1.740 4.307 -3.674
H -1.962 0.879 -2.357
H -1.338 1.303 -0.871
H 0.529 0.626 -1.880
H 0.563 2.394 -2.156
H -0.359 1.967 -4.471
H 1.232 1.353 -4.136
H -0.554 -0.837 -3.509
H -0.994 -0.210 -5.106
C 2.605 -1.615 0.500
Cl 2.558 -3.268 1.083
Cl 4.103 -0.809 0.966
Cl 2.395 -1.546 -1.265
H 1.780 -1.080 0.944
C 0.641 -1.526 4.201
Cl -0.133 -1.161 2.647
Cl 2.389 -1.575 4.022
Cl 0.171 -0.364 5.440
H 0.298 -2.503 4.516
C 1.185 2.437 1.457
Cl 1.263 4.164 1.173
Cl -0.489 1.934 1.783
Cl 1.832 1.557 0.062
H 1.787 2.192 2.323
C 4.440 -6.704 2.722
Cl 2.682 -6.676 2.521
Cl 5.136 -8.112 1.930
Cl 5.171 -5.219 2.116
H 4.645 -6.774 3.783
C 2.439 -4.352 7.027
Cl 2.342 -5.467 5.664
Cl 4.013 -3.568 7.089
Cl 1.138 -3.152 6.924
H 2.304 -4.913 7.940
C -7.211 2.112 -1.746
Cl -6.945 3.774 -2.247
Cl -5.928 1.057 -2.396
Cl -7.290 1.971 0.001
H -8.146 1.767 -2.167
C 4.201 4.645 -1.808
Cl 5.674 4.316 -2.701
Cl 2.850 3.694 -2.460
Cl 4.412 4.338 -0.088
H 3.947 5.689 -1.938
C -0.623 7.765 -2.234
Cl -0.597 9.453 -2.706
Cl -1.009 6.754 -3.649
Cl 0.903 7.297 -1.490
H -1.410 7.621 -1.507
C -0.306 -7.833 8.135
Cl -1.207 -8.327 6.706
Cl 1.229 -8.692 8.243
Cl -0.038 -6.085 8.127
H -0.894 -8.077 9.009
C -4.195 -1.282 -6.678
Cl -3.656 -0.816 -5.045
Cl -5.524 -0.261 -7.198
Cl -2.845 -1.206 -7.800
H -4.543 -2.305 -6.622
*
```

Results
**Lowest unoccupied orbital energy**: -3.05 eV
**HOMO level**: -12.364 eV



# 2
Below is 2 unconnected molecules or ions with the total composition C13H20ClINO, with properties calculated with ωB97M-V/def2-TZVPD.

```
! RIJCOSX wB97M-V def2-TZVPD def2/J DEFGRID3
* xyz 1 1
C -0.934 1.072 0.599
N -2.006 0.515 -0.246
C -3.166 1.205 -0.300
C -4.228 0.801 -1.074
C -4.088 -0.358 -1.829
I -5.609 -1.078 -3.043
C -2.894 -1.058 -1.762
C -1.842 -0.624 -0.959
C -0.563 -1.403 -0.916
C -0.794 -2.915 -0.676
C -0.879 -3.759 -1.951
Cl -0.075 -5.331 -1.727
H -0.319 1.732 -0.001
H -1.376 1.679 1.379
H -0.324 0.319 1.068
H -3.242 2.100 0.293
H -5.143 1.368 -1.097
H -2.788 -1.945 -2.361
H -0.002 -1.224 -1.830
H 0.078 -1.051 -0.120
H -0.006 -3.296 -0.039
H -1.729 -3.035 -0.135
H -0.431 -3.280 -2.815
H -1.911 -3.997 -2.178
C 3.880 2.709 1.327
C 4.152 1.686 2.427
C 2.798 1.009 2.565
O 2.191 1.051 1.262
C 2.937 1.939 0.416
H 4.777 3.047 0.812
H 3.376 3.583 1.743
H 4.902 0.967 2.092
H 4.497 2.128 3.359
H 2.153 1.547 3.266
H 2.874 -0.029 2.889
H 3.490 1.340 -0.314
H 2.244 2.589 -0.123
*
```

Results
**ΔE to the lowest compared entry with this formula, charge and spin**: 0.0 kcal per mole
**Lowest unoccupied orbital energy**: -4.12 eV
**HOMO level**: -12.245 eV



# 3
Below is 2 unconnected molecules or ions with the total composition C13H20ClN2O, with properties calculated with ωB97M-V/def2-TZVPD.

```
! RIJCOSX wB97M-V def2-TZVPD def2/J DEFGRID3
* xyz 1 1
C 4.801 -1.099 2.394
C 3.947 -0.779 1.432
C 2.908 0.264 1.604
C 3.271 1.637 1.616
N 2.401 2.599 1.773
N 1.144 2.236 1.930
C 0.653 0.995 1.944
C -0.816 0.842 2.177
C -1.472 -0.275 1.361
C -2.812 -0.710 1.928
Cl -3.883 0.685 2.241
C 1.581 -0.035 1.764
H 5.550 -1.865 2.235
H 4.775 -0.613 3.365
H 3.978 -1.275 0.464
H 4.303 1.944 1.493
H 0.510 3.021 2.047
H -1.305 1.792 1.941
H -0.968 0.681 3.253
H -1.608 0.048 0.329
H -0.840 -1.168 1.334
H -3.328 -1.347 1.212
H -2.703 -1.251 2.868
H 1.244 -1.064 1.774
C -2.010 0.368 -4.066
C -1.397 -1.017 -4.264
C -0.715 -1.246 -2.923
O -1.510 -0.555 -1.949
C -2.456 0.297 -2.613
H -2.835 0.578 -4.744
H -1.252 1.143 -4.198
H -2.180 -1.760 -4.423
H -0.701 -1.070 -5.099
H 0.299 -0.831 -2.918
H -0.661 -2.298 -2.642
H -3.454 -0.139 -2.525
H -2.458 1.269 -2.115
*
```

Results
**Lowest unoccupied orbital energy**: -4.66 eV
**HOMO level**: -12.091 eV



# 4
Below is 2 unconnected molecules or ions with the total composition C13H20ClN3O2PSi, with properties calculated with ωB97M-V/def2-TZVPD.

```
! RIJCOSX wB97M-V def2-TZVPD def2/J DEFGRID3
* xyz 1 1
C 5.345 1.143 0.087
Si 3.999 1.563 -1.122
C 4.532 1.175 -2.857
C 3.651 3.394 -1.005
N 2.401 0.741 -0.698
C 1.807 1.097 0.459
C 0.607 0.569 0.851
C -0.036 -0.365 0.035
C -1.358 -0.903 0.416
C -1.535 -1.734 1.549
C -2.781 -2.145 1.869
N -3.862 -1.774 1.112
P -5.492 -2.292 1.520
N -5.943 -3.543 0.759
O -5.440 -2.492 3.091
O -6.393 -1.041 1.218
C -3.720 -0.981 0.041
C -2.441 -0.532 -0.322
C 0.597 -0.742 -1.147
C 1.804 -0.172 -1.479
H 5.891 0.239 -0.172
H 6.057 1.967 0.016
H 5.028 1.079 1.126
H 5.286 1.929 -3.087
H 3.719 1.336 -3.565
H 5.000 0.204 -2.990
H 4.470 3.935 -1.471
H 3.505 3.713 0.024
H 2.743 3.614 -1.568
H 2.304 1.836 1.068
H 0.134 0.875 1.770
H -0.697 -2.033 2.158
H -2.992 -2.787 2.708
H -5.232 -3.867 0.114
H -5.625 -1.700 3.613
H -6.168 -0.215 1.677
H -4.573 -0.730 -0.562
H -2.371 0.138 -1.163
H 0.147 -1.472 -1.801
H 2.298 -0.434 -2.402
Cl -4.666 1.407 0.130
*
```

Results
**Lowest unoccupied orbital energy**: -4.58 eV
**HOMO level**: -10.755 eV



# 5
Below is a molecular structure, C13H20F10N2O3PSbZn, with properties calculated with ωB97M-V/def2-TZVPD.

```
! RIJCOSX wB97M-V def2-TZVPD def2/J DEFGRID3
* xyz 1 2
Zn 0.058 -0.485 -0.037
C -1.381 0.983 -2.225
N -1.339 0.905 -0.754
C -2.679 0.571 -0.231
C -0.842 2.160 -0.175
C -0.437 2.030 1.309
N -0.236 0.641 1.688
C -0.053 0.280 2.953
C -0.265 -1.094 3.274
F -0.726 -1.888 2.322
C -0.092 -1.575 4.552
F -0.327 -2.853 4.801
C 0.299 -0.728 5.578
C 0.499 0.623 5.302
F 0.882 1.440 6.272
C 0.315 1.130 4.040
F 0.550 2.419 3.820
H -2.075 1.763 -2.551
H -1.712 0.023 -2.619
H -0.386 1.203 -2.609
H -3.403 1.337 -0.522
H -2.652 0.503 0.855
H -2.995 -0.390 -0.634
H -1.605 2.941 -0.266
H 0.012 2.478 -0.775
H -1.205 2.460 1.956
H 0.473 2.610 1.480
H 0.430 -1.106 6.583
C 3.951 -0.664 0.571
O 3.590 0.212 -0.525
P 2.154 0.183 -1.198
O 2.219 1.516 -2.076
C 2.845 2.721 -1.596
O 2.076 -0.954 -2.277
C 3.081 -1.205 -3.295
H 4.942 -0.350 0.882
H 3.958 -1.697 0.233
H 3.245 -0.535 1.391
H 2.588 3.502 -2.305
H 3.923 2.590 -1.556
H 2.472 2.986 -0.605
H 2.959 -2.245 -3.579
H 4.077 -1.041 -2.888
H 2.895 -0.547 -4.139
F -0.355 -2.095 -1.136
Sb 0.892 -3.632 -0.681
F -0.569 -4.022 0.442
F 1.285 -2.228 0.646
F 1.319 -5.427 -0.377
F 2.728 -3.352 -1.024
F 0.564 -3.929 -2.493
*
```

Results
**Lowest unoccupied orbital energy (alpha / beta)**: -3.08 / -6.05 eV
**HOMO level (alpha / beta)**: -12.637 / -13.001 eV



Number 1: strongest force on any atom 1.05 eV/A, calculated total energy -418918.0849 eV. Number 2: strongest force on any atom 0.68 eV/A, calculated total energy -37959.5149 eV. Number 3: strongest force on any atom 0.37 eV/A, calculated total energy -31347.8269 eV. Number 4: strongest force on any atom 2.27 eV/A, calculated total energy -52056.1851 eV. Number 5: strongest force on any atom 0.64 eV/A, calculated total energy -114345.1870 eV.